78
Properties=species:S:1:pos:R:3:forces:R:3 method="wB97M-V/def2-TZVPD" e_homo_ev=-8.9762 smiles="CCOCCOCCOCB(O)N(C)C(C)=O.C[C@@H]1COC(=O)O1.C[C@@H]1COC(=O)O1.C[C@@H]1COC(=O)O1" molar_mass_g_mol=553.4 total_energy_ha=-1995.05791 homo_lumo_gap_ev=9.326
C -0.51144 1.94675 3.06380 0.84 0.53 -0.02
C -0.35153 2.16918 1.43214 -1.25 1.42 1.15
O -1.27581 1.25200 0.73658 2.73 -0.57 -0.99
C -0.54054 0.19316 0.00457 -0.71 -1.12 0.30
C -1.62414 -0.53372 -0.99877 -0.04 1.00 0.68
O -1.46760 -0.12431 -2.43407 -2.00 -1.87 1.49
C -2.57348 -0.84652 -3.10504 0.68 -1.10 -0.97
C -2.49328 -0.74800 -4.77062 -1.10 0.00 1.34
O -1.70486 -1.91187 -5.19536 -1.00 1.86 -1.17
C -1.70105 -2.10594 -6.65014 0.11 -0.79 -0.58
B -0.31471 -2.97028 -7.03416 0.20 0.18 1.89
O 0.42762 -3.53607 -5.85145 -2.75 -1.29 -2.65
N 0.17267 -3.20705 -8.44853 2.56 0.50 0.51
C 0.67603 -4.60734 -8.68968 0.77 -1.96 -0.98
C 1.19428 -2.19212 -8.90707 -1.90 5.48 -3.67
C 2.82393 -2.31504 -8.71988 0.21 -0.31 -0.10
O 0.75773 -1.09019 -9.57396 2.47 -6.70 4.43
H -0.62221 3.01904 3.56768 0.36 -2.36 -0.99
H 0.48359 1.44689 3.48375 -2.49 1.01 -0.74
H -1.47870 1.32604 3.35090 2.17 1.17 -0.82
H 0.76596 2.09902 1.07209 -2.24 -0.09 0.67
H -0.75261 3.26847 1.20605 1.06 -2.64 0.33
H 0.43262 0.57772 -0.53281 -2.10 -0.60 0.85
H -0.22205 -0.64447 0.79094 -0.47 1.72 -1.57
H -2.70181 -0.16855 -0.65411 2.21 -0.79 -0.52
H -1.56835 -1.69902 -0.85008 0.02 2.14 -0.62
H -2.40130 -2.00116 -2.85454 -0.64 2.32 -0.67
H -3.61559 -0.52619 -2.67823 1.90 -0.34 -0.89
H -3.61355 -0.82457 -5.16456 2.25 0.04 0.70
H -2.07026 0.28262 -5.13039 -0.48 -1.99 0.69
H -1.82733 -1.13519 -7.28958 0.28 -1.61 1.27
H -2.60366 -2.82220 -6.93405 1.50 1.40 0.38
H -0.09439 -4.37284 -5.59031 1.21 1.99 -0.14
H 1.15844 -5.14209 -7.76945 -0.85 1.19 -1.51
H -0.19311 -5.32148 -9.08253 1.67 1.79 0.90
H 1.49386 -4.62844 -9.55877 -1.90 0.19 1.92
H 3.37933 -1.47000 -9.34573 -1.67 -1.79 1.35
H 3.24177 -3.36006 -9.11501 -1.03 2.26 1.12
H 3.10864 -2.16551 -7.57717 -0.75 -0.53 -2.40
C 3.28025 -1.33611 7.56563 0.07 -0.43 0.40
C 2.38080 -0.14765 7.27346 0.43 -0.90 0.55
C 1.34080 -0.39888 6.22206 -0.74 -0.64 0.12
O 1.10725 0.89920 5.70440 0.81 0.80 0.14
C 2.26550 1.60084 5.88992 0.43 2.13 -0.96
O 2.50130 2.68905 5.39328 -0.50 -2.34 1.03
O 3.12521 0.91960 6.70447 -0.51 0.87 -0.77
H 4.33816 -1.08842 7.43163 -0.25 0.08 0.00
H 3.14052 -1.66677 8.60057 0.11 0.05 -0.18
H 3.04689 -2.19648 6.92994 0.05 0.19 -0.03
H 1.93089 0.22353 8.20278 -0.06 0.00 -0.18
H 0.42014 -0.81948 6.63660 0.07 0.15 -0.21
H 1.68869 -1.03717 5.40231 0.11 -0.03 0.20
C -5.69875 -2.27117 3.23052 -0.57 0.10 -0.14
C -4.65672 -1.84421 4.24968 -1.03 -0.07 -0.51
C -3.68157 -0.81984 3.74980 -0.23 0.86 -0.29
O -2.54052 -1.06377 4.55357 0.28 -0.99 0.49
C -2.59078 -2.38473 4.90113 1.69 -1.16 0.95
O -1.67568 -2.99668 5.42513 -1.87 1.35 -1.08
O -3.80240 -2.92913 4.58137 1.27 0.18 0.42
H -5.69111 -3.35406 3.06995 0.10 0.21 0.13
H -6.69920 -1.98931 3.57637 0.15 -0.13 -0.09
H -5.55453 -1.78050 2.26241 0.11 -0.12 0.12
H -5.14561 -1.51526 5.17521 0.17 0.04 -0.08
H -4.04070 0.20354 3.89147 0.22 -0.13 0.03
H -3.39743 -0.95758 2.70065 -0.18 -0.07 0.05
C 4.51649 5.29074 2.10500 0.55 -0.13 0.17
C 3.53099 5.00767 0.98452 0.98 -0.07 0.67
C 3.35754 6.13463 0.00983 0.59 0.29 -0.56
O 2.04646 5.91710 -0.48138 -0.73 -0.45 0.48
C 1.36487 5.27495 0.51428 -2.37 -0.35 0.12
O 0.15809 5.10164 0.52500 2.71 0.66 -0.12
O 2.21550 4.85471 1.49737 -1.08 0.27 -0.78
H 4.05785 5.16669 3.09129 -0.02 -0.04 -0.26
H 5.36616 4.60242 2.04001 -0.16 0.11 0.11
H 4.93045 6.30257 2.04476 -0.18 -0.07 0.01
H 3.79634 4.07305 0.47472 -0.09 0.16 -0.07
H 4.08534 6.09784 -0.80583 -0.25 0.02 0.03
H 3.38942 7.12674 0.47368 0.10 -0.16 0.14


72
Properties=species:S:1:pos:R:3:forces:R:3 method="wB97M-V/def2-TZVPD" e_homo_ev=-8.4663 molar_mass_g_mol=550.6 total_energy_ha=-4521.40519 homo_lumo_gap_ev=8.934
C 4.42427 -1.25969 -0.03781 -0.58 -0.32 -0.27
C 4.22019 0.30920 -0.26863 3.55 1.70 -0.78
O 5.25143 0.97265 -0.57661 -4.09 -2.32 1.15
N 2.89405 1.00588 -0.18748 0.13 -2.51 -0.53
C 2.25072 0.73313 1.13676 0.53 0.03 2.03
Si 1.86566 0.41127 -1.56479 2.09 1.00 -0.89
Br 0.41907 -1.10513 -0.67370 0.38 0.31 -0.43
C 1.01753 1.87484 -2.48163 -0.21 0.40 0.03
C -0.56228 2.02695 -2.19681 0.99 2.47 0.54
C -0.82225 3.61238 -1.91065 -1.35 -0.90 -0.78
O -1.41573 1.69052 -3.31184 0.52 -1.32 1.45
C -1.77076 0.29148 -3.33181 -1.31 -1.14 -0.63
C -2.77618 -0.15124 -2.15811 -1.42 -0.31 2.37
C -3.61270 0.96010 -1.48588 -0.34 -3.06 1.16
C -4.57903 0.66154 -0.31692 2.29 -3.24 -1.52
C -4.68184 -0.80282 0.18859 2.16 0.61 -2.80
C -3.85309 -1.93568 -0.50930 0.71 3.00 -1.33
C -2.87950 -1.63104 -1.68520 -2.35 3.44 1.73
O 3.00438 -0.27322 -2.70495 -2.98 -1.04 1.00
Si 2.33150 -1.59625 -3.60402 1.45 1.07 -0.45
H 3.44186 -1.80979 0.17672 1.36 0.84 -0.18
H 4.82620 -1.69192 -1.02201 -0.53 0.85 1.39
H 5.19334 -1.51024 0.77699 -1.22 0.71 -1.16
H 1.16096 1.05987 1.18850 1.52 -0.42 -0.27
H 2.80982 1.31759 1.96426 -0.93 -0.76 -1.45
H 2.32647 -0.37573 1.46068 -0.33 1.65 -0.63
H 1.29349 1.86979 -3.60124 -0.65 -0.20 1.66
H 1.52031 2.82834 -2.05853 -0.64 -1.64 -0.61
H -0.81489 1.49956 -1.21658 -0.01 0.30 -1.52
H -0.88818 4.17113 -2.92120 0.45 -0.89 1.61
H -0.03979 4.06656 -1.21987 -1.21 -0.63 -0.88
H -1.89525 3.66429 -1.48143 1.83 0.22 -0.37
H -2.35530 0.12486 -4.31572 1.05 0.39 1.51
H -0.86489 -0.41576 -3.40415 -1.25 1.14 0.36
H -3.48535 2.02589 -1.86735 -0.24 -1.70 0.59
H -5.16978 1.49072 0.18809 0.91 -1.28 -0.82
H -5.35968 -1.07108 1.06958 1.13 0.45 -1.51
H -3.89977 -3.02400 -0.16279 -0.13 1.87 -0.39
H -2.24475 -2.41890 -2.21078 -1.09 1.14 0.97
H 2.61903 -1.30975 -5.03111 0.02 0.06 0.09
H 0.88248 -1.73600 -3.50595 -0.16 0.02 0.21
H 3.04066 -2.85795 -3.31147 -0.10 0.04 0.32
C 2.57858 0.72733 6.00085 -0.18 -0.17 -0.21
C 2.35694 1.97810 5.19396 -0.36 -0.06 -0.57
O 1.68675 1.96415 4.17698 0.27 0.01 0.47
C 2.99558 3.24705 5.69236 -0.15 0.26 -0.30
H 2.06057 -0.10732 5.52355 0.09 0.11 0.06
H 3.64544 0.49765 6.04516 -0.03 0.07 0.20
H 2.17659 0.85894 7.00804 0.18 -0.06 0.05
H 4.08084 3.12964 5.72338 -0.04 -0.01 0.21
H 2.61279 3.49028 6.68582 0.20 -0.07 0.05
H 2.75132 4.06635 5.01269 0.02 -0.13 0.07
C -1.13527 -0.41304 6.36524 0.36 0.17 -0.02
C -0.97185 -0.74075 7.82539 0.63 0.18 0.34
O 0.04898 -0.45877 8.42606 -0.48 -0.11 -0.29
C -2.11935 -1.43072 8.51405 0.17 -0.03 0.38
H -0.23188 0.08136 6.00239 -0.16 -0.06 0.03
H -1.28614 -1.33080 5.79278 -0.20 0.09 -0.02
H -1.98250 0.26235 6.22842 -0.08 -0.18 -0.10
H -2.31426 -2.39363 8.03722 -0.18 0.11 -0.07
H -3.01050 -0.80081 8.47270 -0.06 -0.16 -0.15
H -1.86156 -1.60428 9.56105 -0.01 0.04 -0.15
C -0.22244 -2.23416 -7.68298 0.27 0.09 0.30
C -1.44816 -2.12465 -6.81572 0.06 0.16 0.66
O -1.36431 -1.83336 -5.63665 -0.02 -0.19 -0.54
C -2.78144 -2.38937 -7.46277 -0.23 0.07 0.34
H 0.66515 -2.01735 -7.08432 -0.13 -0.02 -0.06
H -0.13764 -3.24782 -8.08044 -0.06 0.11 -0.18
H -0.27903 -1.51112 -8.49948 -0.03 -0.19 -0.11
H -2.81034 -3.40985 -7.85047 0.02 0.11 -0.19
H -2.95171 -1.67320 -8.26948 0.04 -0.18 -0.12
H -3.57360 -2.27456 -6.71965 0.13 -0.01 -0.08


72
Properties=species:S:1:pos:R:3:forces:R:3 method="wB97M-V/def2-TZVPD" e_homo_ev=-11.1795 e_above_lowest_kj_mol=0.0 smiles=CCCC#N.CCCC#N.CCCC#N.CCCC#N.ClCCCl.ClCCCl.ClCCCl molar_mass_g_mol=573.3 total_energy_ha=-3842.43813 homo_lumo_gap_ev=11.268
C 3.33543 3.46181 2.95264 0.06 -0.61 -0.02
C 1.92581 3.67649 3.47446 -0.14 0.44 0.22
C 1.62448 2.84461 4.72750 0.43 -0.33 0.02
C 2.63897 3.02650 5.77411 -0.16 0.02 -0.10
N 3.43691 3.17744 6.58422 0.09 0.01 0.07
H 4.08504 3.65781 3.72032 -0.03 0.21 -0.03
H 3.53660 4.07584 2.07732 0.00 0.07 0.00
H 3.47151 2.41072 2.66913 -0.03 0.09 -0.06
H 1.19014 3.40527 2.71660 0.01 0.02 -0.04
H 1.79160 4.73966 3.69091 -0.11 -0.07 0.03
H 1.64384 1.78755 4.44497 -0.07 0.01 0.12
H 0.65509 3.03769 5.18563 -0.09 0.13 -0.23
C -5.65453 -3.19748 -1.83418 -0.51 -0.05 0.33
C -4.25970 -3.71746 -1.53611 -0.13 0.03 -0.18
C -3.70278 -3.18212 -0.22119 0.25 -0.08 0.19
C -4.49003 -3.58672 0.94603 0.20 0.12 -0.31
N -5.10276 -3.89917 1.86148 -0.22 -0.11 0.28
H -5.71919 -2.10689 -1.83616 0.20 0.01 -0.10
H -6.35078 -3.53512 -1.05763 0.08 0.02 -0.07
H -6.04817 -3.56707 -2.77973 0.14 0.01 -0.08
H -3.56321 -3.44744 -2.33234 0.00 0.02 0.02
H -4.29172 -4.80772 -1.49049 0.09 -0.01 -0.03
H -3.63834 -2.09346 -0.22461 -0.09 -0.01 -0.06
H -2.68252 -3.54602 -0.07439 -0.02 0.02 0.03
C -0.44568 -3.68827 -3.08874 -0.01 0.24 -0.03
C 0.96441 -3.62681 -2.51500 -0.13 -0.21 -0.33
C 1.50222 -5.01626 -2.15628 -0.07 0.00 0.17
C 1.44645 -5.93900 -3.28954 0.07 0.03 0.10
N 1.41250 -6.66115 -4.17931 -0.04 -0.09 -0.16
H -1.11010 -4.22258 -2.40567 -0.09 0.01 -0.05
H -0.48073 -4.17415 -4.06374 0.06 -0.16 0.06
H -0.82671 -2.67548 -3.22828 -0.08 -0.05 0.07
H 0.95924 -2.99990 -1.62583 0.24 0.00 0.06
H 1.63599 -3.18032 -3.24899 0.03 0.16 0.09
H 0.91042 -5.45079 -1.34629 0.02 -0.01 -0.01
H 2.53765 -4.97781 -1.81505 -0.02 0.08 0.03
C 6.43191 -1.37601 0.23675 -0.17 -0.02 0.00
C 5.97232 0.07159 0.10379 0.30 -0.22 0.24
C 4.60148 0.31643 0.72167 -0.35 -0.12 -0.10
C 3.54242 -0.42672 0.03309 -0.40 -0.18 -0.33
N 2.70977 -1.00744 -0.51118 0.38 0.18 0.20
H 5.75329 -2.07545 -0.25583 -0.02 0.07 -0.03
H 6.47091 -1.64561 1.29458 0.07 -0.07 -0.03
H 7.42272 -1.51483 -0.19146 0.03 0.00 0.02
H 5.95166 0.39918 -0.93531 0.09 -0.02 -0.03
H 6.68725 0.69306 0.64720 -0.05 0.16 -0.15
H 4.34980 1.37541 0.66169 -0.07 0.01 0.15
H 4.55466 -0.00732 1.76444 0.17 0.18 0.05
Cl -1.76820 -0.48099 -1.42473 -0.08 0.20 -0.22
C -0.43066 -0.19817 -0.29389 0.97 -0.11 0.24
C -0.94569 0.31396 1.02458 -0.15 0.07 -0.19
Cl 0.43428 0.42112 2.14550 0.05 0.05 0.18
H 0.27984 0.52975 -0.68158 -0.36 0.07 -0.39
H 0.16450 -1.10519 -0.21200 -0.37 -0.20 0.16
H -1.71200 -0.31409 1.47021 0.06 -0.08 0.04
H -1.33928 1.31618 0.88219 -0.07 0.02 0.16
Cl -6.10437 4.43220 -0.65403 -0.03 -0.04 -0.01
C -4.96138 3.37663 -1.51732 -0.11 0.33 -0.51
C -4.39852 2.29157 -0.65854 -0.03 -0.52 0.17
Cl -3.55377 2.91951 0.78036 0.09 0.05 0.01
H -4.18941 4.01279 -1.94792 0.07 0.02 0.20
H -5.49789 2.93321 -2.35637 -0.05 -0.08 0.10
H -3.69256 1.68794 -1.22923 0.09 0.11 0.02
H -5.16981 1.62091 -0.28680 -0.10 0.11 0.00
Cl 0.57172 5.85919 0.71941 0.12 -0.10 0.09
C -0.71987 4.70392 0.29856 -0.01 0.16 -0.32
C -0.51613 4.12125 -1.07843 0.04 0.34 -0.20
Cl 0.93040 3.08141 -1.17476 -0.07 -0.09 0.06
H -1.63576 5.28974 0.29260 -0.12 -0.16 0.10
H -0.77122 3.92148 1.04931 0.06 0.08 0.14
H -0.36721 4.91117 -1.81177 0.01 0.03 0.05
H -1.39260 3.55002 -1.38052 0.08 -0.21 0.13